{"formula": "C48H96O36", "method": "wB97M-V/def2-TZVPD", "elements": ["C", "C", "O", "C", "O", "O", "C", "H", "H", "H", "H", "H", "H", "H", "H", "C", "C", "O", "C", "O", "O", "C", "H", "H", "H", "H", "H", "H", "H", "H", "C", "C", "O", "C", "O", "O", "C", "H", "H", "H", "H", "H", "H", "H", "H", "C", "C", "O", "C", "O", "O", "C", "H", "H", "H", "H", "H", "H", "H", "H", "C", "C", "O", "C", "O", "O", "C", "H", "H", "H", "H", "H", "H", "H", "H", "C", "C", "O", "C", "O", "O", "C", "H", "H", "H", "H", "H", "H", "H", "H", "C", "C", "O", "C", "O", "O", "C", "H", "H", "H", "H", "H", "H", "H", "H", "C", "C", "O", "C", "O", "O", "C", "H", "H", "H", "H", "H", "H", "H", "H", "C", "C", "O", "C", "O", "O", "C", "H", "H", "H", "H", "H", "H", "H", "H", "C", "C", "O", "C", "O", "O", "C", "H", "H", "H", "H", "H", "H", "H", "H", "C", "C", "O", "C", "O", "O", "C", "H", "H", "H", "H", "H", "H", "H", "H", "C", "C", "O", "C", "O", "O", "C", "H", "H", "H", "H", "H", "H", "H", "H"], "positions_angstrom": [[20.68082, 16.42574, 16.52667], [20.72050, 14.88078, 16.37840], [19.60626, 14.32984, 15.75984], [19.33250, 13.11026, 15.67891], [20.07446, 12.14418, 15.92972], [18.09772, 12.91008, 15.12969], [17.64248, 11.55790, 14.91572], [19.75116, 16.66446, 17.04322], [20.73308, 16.90296, 15.54808], [21.52162, 16.86901, 17.06022], [20.97548, 14.40986, 17.32778], [21.62562, 14.62712, 15.82661], [17.41086, 11.02778, 15.83953], [18.30162, 10.96204, 14.28437], [16.67892, 11.53982, 14.40649], [10.71140, 23.13512, 14.36923], [10.39181, 22.42990, 13.07943], [11.59802, 22.40322, 12.25167], [11.81058, 23.10472, 11.15916], [11.06288, 23.94150, 10.67972], [13.06250, 22.74666, 10.70246], [13.50028, 23.01538, 9.37644], [9.79884, 23.50134, 14.83956], [11.28120, 24.02860, 14.11408], [11.19816, 22.47364, 15.08590], [9.57582, 22.83396, 12.48028], [10.09520, 21.40220, 13.28908], [13.10216, 23.94494, 8.96955], [13.14558, 22.25324, 8.68259], [14.58264, 22.90412, 9.31133], [18.87016, 19.39985, 16.54116], [17.60903, 18.81470, 17.23131], [16.96184, 17.88996, 16.38014], [15.86122, 17.35074, 16.81779], [15.38220, 17.45886, 17.94788], [15.34920, 16.75164, 15.71127], [14.04670, 16.22972, 15.83094], [19.67640, 19.64657, 17.23196], [18.73601, 20.43940, 16.24210], [19.25856, 18.88600, 15.66184], [17.05824, 19.64816, 17.66728], [17.87104, 18.25489, 18.12912], [13.65738, 16.03102, 14.83242], [13.46972, 17.03493, 16.28571], [13.94932, 15.35186, 16.46966], [18.06042, 31.98526, 12.17263], [18.92508, 30.75220, 12.12273], [18.11352, 29.59776, 11.91863], [18.65720, 28.38612, 11.76583], [19.89090, 28.18812, 11.92523], [17.67908, 27.48460, 11.68209], [18.05182, 26.15484, 11.70381], [18.57697, 32.88610, 12.50393], [17.26196, 31.82464, 12.89703], [17.65696, 32.22131, 11.18795], [19.55994, 30.57794, 12.99146], [19.72178, 30.85040, 11.38536], [17.20366, 25.49096, 11.87109], [18.77146, 25.97524, 12.50253], [18.50296, 25.91054, 10.74211], [24.70920, 13.54224, 10.01919], [23.44336, 14.08280, 10.74837], [22.66452, 14.91020, 9.82982], [21.48554, 15.46302, 10.24482], [20.98284, 15.33468, 11.38576], [20.96536, 16.15496, 9.16862], [19.72474, 16.84330, 9.30308], [25.36972, 14.40266, 9.91183], [24.48430, 13.01442, 9.09241], [25.17044, 12.86808, 10.74089], [23.72218, 14.73462, 11.57631], [22.75020, 13.34464, 11.15178], [19.08834, 16.05529, 9.70572], [19.35898, 17.21118, 8.34444], [19.94732, 17.69288, 9.94866], [13.73686, 20.48228, 15.55133], [14.74024, 21.31722, 16.30095], [15.34350, 22.27290, 15.37453], [14.72040, 23.38208, 15.09179], [13.70804, 23.82490, 15.65490], [15.31760, 23.93832, 13.99453], [14.85242, 25.20286, 13.52018], [14.16836, 19.93395, 14.71393], [12.88276, 21.10394, 15.28272], [13.34216, 19.70657, 16.20751], [15.60666, 20.79315, 16.70441], [14.19358, 21.83290, 17.09047], [14.20238, 25.69592, 14.24298], [14.20884, 24.91124, 12.69020], [15.71822, 25.84680, 13.36587], [22.40576, 27.76670, 14.84862], [22.45404, 26.35888, 14.05880], [21.73552, 25.32824, 14.74093], [20.81299, 24.55204, 14.14964], [20.54302, 24.55282, 12.98057], [20.17156, 23.85094, 15.15038], [19.07609, 22.99060, 14.84904], [23.08408, 28.48484, 14.38789], [22.57632, 27.86506, 15.92069], [21.45172, 28.28066, 14.73123], [23.51686, 26.13300, 13.97212], [21.99710, 26.54954, 13.08774], [18.44614, 22.79288, 15.71630], [19.36902, 22.03222, 14.42035], [18.32974, 23.44516, 14.19755], [16.41349, 14.40172, 12.73701], [15.24902, 13.44332, 12.40666], [14.06194, 13.71944, 13.11476], [13.60024, 12.86480, 14.08397], [14.03236, 11.77688, 14.46654], [12.53244, 13.48768, 14.63759], [11.85848, 12.89286, 15.76379], [17.40256, 14.24376, 12.30705], [16.60178, 14.45696, 13.80920], [16.09074, 15.39842, 12.43615], [15.62170, 12.43846, 12.60531], [15.04224, 13.56186, 11.34304], [10.84698, 13.29124, 15.84298], [12.25698, 13.10956, 16.75492], [11.74010, 11.80982, 15.79715], [13.93148, 18.25870, 9.79079], [14.79562, 17.31960, 10.56793], [14.44404, 16.01484, 10.08655], [15.20708, 15.40232, 9.18123], [16.16009, 15.84758, 8.53096], [14.52202, 14.23348, 8.97000], [14.99156, 13.25088, 8.01702], [14.14700, 19.31490, 9.95240], [12.86740, 18.13070, 9.98940], [14.10320, 18.03980, 8.73689], [14.41650, 17.33290, 11.58979], [15.84262, 17.61861, 10.61741], [15.94454, 12.88932, 8.40329], [15.19840, 13.62600, 7.01473], [14.33740, 12.37922, 7.99728], [22.34916, 18.96364, 12.99256], [23.32204, 18.65966, 11.86132], [24.67000, 18.59542, 12.43309], [25.63602, 18.07731, 11.70415], [25.52560, 17.44722, 10.64071], [26.77464, 18.41410, 12.39138], [28.10240, 18.08958, 11.91047], [22.33390, 18.06280, 13.60604], [21.34696, 19.23594, 12.66158], [22.59364, 19.84290, 13.58858], [23.40786, 19.38508, 11.05231], [23.08700, 17.74170, 11.32262], [28.72744, 18.08318, 12.80343], [28.48038, 18.83040, 11.20590], [28.19800, 17.09298, 11.47945], [16.83948, 22.01956, 11.42811], [16.32240, 21.30264, 12.65628], [16.49388, 19.86498, 12.61243], [17.61630, 19.23062, 13.14100], [18.54074, 19.82715, 13.59537], [17.53166, 17.85031, 12.99313], [18.58360, 17.03054, 13.47521], [17.90867, 21.91794, 11.24206], [16.61432, 23.07922, 11.54864], [16.30558, 21.70832, 10.53023], [15.24624, 21.47360, 12.68344], [16.71011, 21.71430, 13.58811], [18.17978, 16.65457, 14.41525], [19.57276, 17.45958, 13.63524], [18.89844, 16.18316, 12.86615], [22.18976, 22.24204, 11.32560], [20.70863, 21.94526, 11.16398], [20.36338, 20.99640, 10.17740], [19.98042, 21.40194, 8.96321], [19.58538, 22.47720, 8.71671], [20.03064, 20.38554, 8.11428], [19.70922, 20.47912, 6.71939], [22.68690, 22.25900, 10.35572], [22.75584, 21.54554, 11.94410], [22.32882, 23.18648, 11.85170], [20.23601, 22.89202, 10.90247], [20.23858, 21.61792, 12.09134], [18.62410, 20.42440, 6.63220], [20.29831, 19.85974, 6.04304], [20.14494, 21.44382, 6.45937]], "atomic_forces_ev_per_a": [[-0.8, -1.0, -0.5], [3.2, 0.6, 0.9], [-1.4, 3.9, -0.2], [0.5, -6.6, -0.7], [-1.2, 2.2, 0.0], [0.0, 0.5, 0.2], [-0.2, -0.5, 0.0], [0.0, 0.4, -0.1], [-0.4, -0.1, -0.1], [0.1, -0.6, 0.3], [-0.8, -0.1, 0.3], [-0.1, -0.1, -0.6], [0.6, 0.2, 0.2], [0.4, 0.2, 0.3], [0.0, 0.9, -0.1], [-0.5, 0.6, -0.2], [-0.1, 0.0, -0.8], [0.4, -1.2, 0.7], [-0.4, 1.1, -1.0], [1.2, -1.2, 0.3], [-0.7, 0.0, 0.8], [-0.7, -0.2, -0.9], [-0.2, -0.1, 0.0], [0.3, -0.1, 0.4], [0.3, 0.3, -0.2], [0.1, 0.5, 0.2], [0.4, -0.2, -0.3], [0.4, 0.3, 0.4], [-0.4, -0.3, 0.2], [-0.1, 0.6, 0.5], [-0.1, 1.0, 0.2], [2.4, 0.1, 1.2], [0.9, 1.4, -0.5], [-2.0, -0.1, 0.7], [0.7, -0.5, -2.3], [0.6, -0.3, 0.9], [-1.1, 0.6, 0.3], [0.2, -1.0, 0.5], [-0.8, -0.1, -0.6], [-0.2, -0.2, 0.4], [-0.9, -0.2, -0.7], [0.4, -0.1, 0.0], [0.3, -0.1, 0.1], [-0.5, -0.2, 0.0], [0.4, -0.1, -0.1], [-0.4, -0.1, 0.2], [1.7, 0.0, 0.1], [-0.9, -0.3, -0.9], [3.4, 0.5, 2.2], [-3.6, 0.0, -1.1], [-0.5, 2.1, -0.2], [1.2, -1.7, -0.1], [0.4, -0.3, 0.0], [-0.2, 0.0, -0.2], [-0.2, -0.2, 0.1], [-0.5, 0.1, 0.6], [-0.4, -0.2, -0.7], [-0.2, 0.5, -0.1], [0.1, -0.1, -0.2], [0.1, -0.3, 0.1], [-1.2, 0.7, 1.3], [-0.4, 0.4, -0.3], [-1.2, 0.7, 0.0], [-0.5, -0.3, 1.0], [1.3, 0.6, -3.3], [2.1, -1.3, 0.6], [0.3, -0.6, 1.1], [0.1, -0.2, -0.5], [0.1, 0.2, 0.1], [0.1, -0.2, -0.2], [0.2, -0.1, 0.1], [0.3, -0.3, -0.1], [-0.8, 0.8, 0.3], [0.4, -0.4, -0.1], [-0.7, 0.0, 0.2], [0.0, -0.7, 0.3], [-0.2, 0.5, -0.2], [0.6, -0.6, 0.4], [-2.6, 1.8, -0.1], [2.3, -0.8, -1.1], [0.3, -0.7, 1.6], [-1.0, -0.3, 0.6], [0.0, 0.3, -0.3], [0.2, 0.0, -0.4], [0.0, 0.0, 0.3], [-0.3, -0.1, -0.1], [0.4, 0.3, 0.1], [0.1, -0.2, 0.2], [0.4, 0.8, -0.6], [-0.2, -0.2, -0.5], [-0.8, -0.3, -0.7], [-0.2, 2.3, 0.8], [-0.1, -0.6, 0.8], [-0.6, 0.5, 0.9], [-0.1, -0.4, 0.1], [0.9, 0.7, -0.5], [-0.9, -0.1, -0.8], [0.4, -0.4, -0.3], [0.4, -1.0, 0.0], [-0.4, -0.4, -0.3], [-0.2, -0.6, -0.1], [0.2, -0.2, -0.1], [0.8, 0.2, 0.6], [0.3, 0.1, 0.0], [0.4, 0.3, -0.5], [-1.0, 1.0, 0.8], [2.3, -0.6, -0.6], [-1.0, -0.7, 1.5], [0.6, -0.8, 0.8], [-0.5, 2.4, -1.3], [0.0, -0.4, 0.2], [-0.6, -0.4, 0.8], [-0.3, -0.6, -0.5], [-0.2, -0.1, 0.1], [0.1, 0.2, 0.0], [-0.5, -0.2, 0.0], [-0.4, -0.3, 0.1], [0.1, 0.3, -0.7], [0.9, 0.5, -0.3], [0.4, -0.1, -0.9], [-0.1, 0.8, -1.0], [-1.1, 0.7, 1.0], [1.5, -0.4, 0.3], [-0.1, 0.3, -2.2], [-1.9, -1.3, 1.9], [0.5, 0.0, -0.5], [1.4, 0.2, 0.7], [0.2, 0.0, 0.2], [0.1, -0.3, 0.1], [-0.1, 0.2, -0.2], [0.3, -0.3, 0.2], [0.1, -0.7, -0.5], [0.2, -0.1, -0.1], [-0.4, 0.3, 0.1], [-0.4, 0.6, 0.1], [0.2, 0.1, -0.3], [0.5, 0.3, -0.5], [-1.1, -0.1, 0.1], [1.0, -0.8, -1.6], [0.6, 1.5, 2.6], [-0.1, -0.6, -0.9], [-0.3, -0.3, 0.3], [-0.3, 0.2, 0.3], [-0.1, -0.6, -0.5], [0.7, -0.2, 0.1], [-0.4, 0.4, 0.2], [0.0, -0.3, 0.4], [-0.1, 0.2, 0.0], [-0.3, 0.0, 0.0], [-0.5, 0.0, -0.2], [0.1, 0.0, -0.1], [0.3, 0.1, 0.1], [0.8, -2.2, 0.4], [-1.3, -0.3, -1.4], [0.6, 0.2, 0.3], [-0.6, 2.6, -1.1], [0.6, -0.7, 1.5], [0.0, -0.1, 0.2], [0.1, 0.1, 0.1], [0.0, -0.2, 0.0], [-0.1, -0.4, 0.1], [0.3, -0.2, -0.2], [0.5, -0.2, 0.1], [-0.4, 1.1, 0.1], [-1.1, 0.1, -0.8], [0.5, -0.5, 0.1], [-0.4, 1.5, 0.5], [0.7, -1.7, -0.5], [0.1, -1.4, 0.3], [-0.8, 2.9, -0.9], [0.9, -2.5, 0.4], [0.5, 2.3, 0.6], [0.0, 0.3, -0.1], [-0.3, -0.5, -0.1], [-0.2, 0.2, -0.4], [-0.1, 0.0, 0.0], [0.1, -0.2, 0.0], [0.3, 0.0, -0.5], [-0.3, -1.0, 0.9], [-0.9, 0.5, -0.5]], "lowdin_charge": [-0.0354, -0.1981, 0.0855, -0.5935, 0.0890, -0.0256, -0.0336, 0.0697, 0.0512, 0.0862, 0.1295, 0.1273, 0.0984, 0.0980, 0.0617, -0.0573, -0.1750, 0.0181, -0.5616, 0.1125, -0.0418, -0.0507, 0.0830, 0.0843, 0.0613, 0.1222, 0.1199, 0.0944, 0.0894, 0.0798, -0.0460, -0.1921, 0.0380, -0.5733, 0.1151, -0.0110, -0.0443, 0.0831, 0.0443, 0.0523, 0.1097, 0.1198, 0.0947, 0.0881, 0.0978, -0.0628, -0.2329, 0.0328, -0.5207, 0.0741, 0.0137, -0.0599, 0.0792, 0.0801, 0.0798, 0.1206, 0.1234, 0.0714, 0.0800, 0.1143, -0.0440, -0.1862, -0.0028, -0.4960, 0.0612, -0.0384, -0.0239, 0.0692, 0.0773, 0.0731, 0.1141, 0.1178, 0.0916, 0.0952, 0.0933, -0.0343, -0.1457, 0.0114, -0.5545, 0.0880, -0.0388, -0.0161, 0.0849, 0.0641, 0.0804, 0.1047, 0.1275, 0.0935, 0.1007, 0.0823, -0.0506, -0.1520, 0.0267, -0.5280, 0.1146, -0.0011, -0.0481, 0.0650, 0.0645, 0.0529, 0.1141, 0.1086, 0.0890, 0.0734, 0.0838, -0.0398, -0.1991, 0.0327, -0.5012, 0.1030, -0.0197, -0.0484, 0.0853, 0.0660, 0.0603, 0.1083, 0.1046, 0.0898, 0.0876, 0.0916, -0.0594, -0.2123, 0.0141, -0.5406, 0.1001, -0.0423, -0.0321, 0.0733, 0.0851, 0.0842, 0.1226, 0.1231, 0.0898, 0.0927, 0.0918, -0.0490, -0.1657, 0.0313, -0.5497, 0.0906, -0.0253, -0.0351, 0.0750, 0.0659, 0.0780, 0.1210, 0.1109, 0.0880, 0.0916, 0.0890, -0.0238, -0.2023, 0.0053, -0.4777, 0.1127, -0.0153, -0.0590, 0.0656, 0.0704, 0.0718, 0.1166, 0.0926, 0.0863, 0.0733, 0.0795, -0.0364, -0.2306, 0.0238, -0.6370, 0.1575, -0.0146, -0.0162, 0.0895, 0.0524, 0.0670, 0.1070, 0.1052, 0.1028, 0.0946, 0.0908], "homo_lumo_gap_ev": 10.86, "e_homo_ev": -10.4, "smiles": "CCOC(=O)OC.CCOC(=O)OC.CCOC(=O)OC.CCOC(=O)OC.CCOC(=O)OC.CCOC(=O)OC.CCOC(=O)OC.CCOC(=O)OC.CCOC(=O)OC.CCOC(=O)OC.CCOC(=O)OC.CCOC(=O)OC", "lumo_ev": 0.505}